DFT (ωB97M-V with the def2-TZVPD basis set) results for 10 unconnected molecules or ions with the total composition C20H45N5O20 in a non-equilibrium geometry.

Geometry (Å):
C1 10.77652 4.10799 0.12715
C2 11.26208 3.42749 1.37706
O1 10.77262 3.71695 2.46106
N1 12.32563 2.30236 1.23302
H1 12.12555 1.80164 0.37900
H2 13.27880 2.63461 1.19883
C3 12.32082 1.27306 2.37595
H3 11.39693 3.91616 -0.74830
H4 10.93787 5.18180 0.22199
H5 9.72331 4.01624 -0.13822
H6 11.33512 0.81456 2.45512
H7 12.69524 1.73090 3.29153
H8 12.99979 0.50035 2.01536
C4 8.37995 3.28633 -5.81934
C5 8.64496 4.71380 -5.49161
O2 8.61902 5.16902 -4.30857
N2 8.76663 5.66679 -6.66918
H9 8.90367 6.61704 -6.35558
H10 9.51952 5.32124 -7.24697
C6 7.49819 5.83131 -7.58925
H11 7.36644 3.14734 -6.19561
H12 8.42285 2.62339 -4.95518
H13 9.09968 2.87588 -6.52759
H14 7.36767 4.89882 -8.13838
H15 7.81566 6.61678 -8.27507
H16 6.69654 6.15343 -6.92465
C7 13.52105 8.33178 1.41385
C8 12.12166 8.73952 1.80304
O3 11.89215 9.52198 2.71485
N3 10.99135 8.31716 0.85766
H17 10.80177 9.16512 0.34276
H18 11.29449 7.67646 0.13814
C9 9.76699 7.81406 1.65823
H19 13.88938 9.08585 0.71830
H20 13.49581 7.37322 0.89555
H21 14.21806 8.24178 2.24702
H22 9.08184 7.79409 0.81072
H23 9.49829 8.42709 2.51853
H24 9.96056 6.80102 2.01090
C10 12.56475 2.52080 -5.53514
C11 12.41861 2.82533 -4.00218
O4 11.39359 3.05043 -3.35196
N4 13.72330 2.78567 -3.24216
H25 13.56259 2.03629 -2.58436
H26 14.47716 2.51951 -3.85938
C12 14.03116 4.14734 -2.61179
H27 12.99015 3.34095 -6.11348
H28 11.57266 2.31930 -5.93920
H29 13.02866 1.54082 -5.64707
H30 13.89637 4.91856 -3.37017
H31 15.09990 4.19176 -2.40225
H32 13.30543 4.26440 -1.80698
C13 12.96005 6.48792 -6.18655
C14 12.81694 7.49003 -7.31030
O5 12.82962 8.71422 -7.09053
N5 12.86203 7.06866 -8.81975
H33 13.81335 7.16797 -9.14411
H34 12.68507 6.08373 -8.95655
C15 11.91116 7.85882 -9.72182
H35 13.66318 5.69220 -6.43258
H36 11.96428 6.12482 -5.93217
H37 13.30557 6.97982 -5.27728
H38 12.05299 8.89062 -9.40028
H39 10.87636 7.57898 -9.52440
H40 12.13841 7.67871 -10.77253
O6 14.27131 4.74680 0.36892
C16 14.88508 4.69316 1.57653
O7 14.85112 3.72163 2.34798
O8 15.55247 5.65838 1.82469
H41 14.50903 5.60084 0.00055
O9 11.22293 6.36458 -3.36669
C17 11.33373 7.08079 -2.24669
O10 10.51608 8.01592 -2.06199
O11 12.30417 6.88144 -1.48332
H42 10.39419 6.76937 -3.63302
O12 15.23292 6.84086 -1.72481
C18 15.90330 7.93586 -1.52795
O13 15.29675 9.02073 -1.42958
O14 17.13535 7.86880 -1.33486
H43 14.32606 7.15500 -1.70221
O15 11.10916 10.85888 -2.57981
C19 11.17183 11.49959 -1.39669
O16 10.67855 10.90286 -0.42208
O17 11.46253 12.69159 -1.47876
H44 10.78129 9.99225 -2.32871
O18 10.39665 9.95239 -5.46522
C20 9.77474 8.91712 -5.97574
O19 9.59101 8.01276 -5.11661
O20 9.26389 8.86711 -7.13133
H45 10.63083 9.62342 -4.59428

**E_HOMO**: -0.2744 hartree
**ΔE to the lowest compared entry with this formula, charge and spin**: 289.5 kJ/mol
**Charge**: +1
**LUMO energy**: -4.960 eV
**Maximum force**: 6.3 eV/A
**Spin multiplicity**: 2